Formula: C3H16NO6
Source: the OMol25 dataset
Level of theory: ωB97M-V with the def2-TZVPD basis set

Values from the calculation:
net charge: +1
DFT total energy: -17138.64663 eV
2S+1: 1
highest occupied orbital energy: -13.72 eV

Last column: natural (NBO) charge in e.
Atoms and positions in Å:
C (0.357, 0.510, -0.224)  -0.240
C (1.057, -0.976, -0.326)  -0.532
C (1.982, -1.154, -1.505)  0.780
O (1.913, -2.281, -2.197)  -0.684
O (2.698, -0.315, -1.921)  -0.583
N (-1.145, 0.203, 0.153)  -0.741
H (0.948, 1.148, 0.535)  0.289
H (0.445, 0.846, -1.304)  0.235
H (0.361, -1.769, -0.291)  0.226
H (1.701, -0.984, 0.561)  0.259
H (2.823, -2.490, -2.501)  0.515
H (-1.343, 0.525, 1.067)  0.459
H (-1.311, -0.784, 0.091)  0.445
H (-1.782, 0.571, -0.728)  0.486
H (-3.474, 2.101, -2.056)  0.509
H (-2.065, 2.253, -2.279)  0.491
O (-2.647, 1.678, -1.755)  -0.958
H (-1.319, -3.060, 0.337)  0.507
H (-1.025, -2.682, 1.920)  0.508
O (-1.353, -2.370, 1.082)  -0.990
H (3.760, 2.014, 1.189)  0.462
H (3.467, 1.429, -0.060)  0.471
O (3.157, 1.974, 0.573)  -0.925
H (-2.510, 1.968, 3.293)  0.492
H (-2.506, 0.456, 3.489)  0.489
O (-2.188, 1.191, 2.857)  -0.971

=====

Formula: C3H8O3S
Source: the OMol25 dataset
Level of theory: ωB97M-V with the def2-TZVPD basis set

Values from the calculation:
ΔE to the lowest compared entry with this formula, charge and spin: 23.6 kJ/mol
DFT total energy: -20218.70591 eV
2S+1: 1
highest occupied orbital energy: -9.07 eV

Last column: natural (NBO) charge in e.
Atoms and positions in Å:
O (1.335, 1.153, -2.608)  -0.579
C (0.747, 0.930, -1.586)  0.793
O (-0.537, 1.330, -1.396)  -0.690
C (1.258, 0.157, -0.406)  -0.525
C (0.451, -1.122, -0.168)  -0.499
S (0.717, -1.699, 1.541)  -0.048
H (-0.708, 1.966, -2.108)  0.497
H (1.104, 0.778, 0.479)  0.233
H (2.308, -0.112, -0.512)  0.239
H (-0.602, -0.874, -0.264)  0.234
H (0.651, -1.934, -0.850)  0.216
H (-0.195, -2.674, 1.487)  0.128
H (-1.517, 1.133, 2.098)  0.470
H (-2.839, 0.476, 2.496)  0.469
O (-2.172, 0.492, 1.797)  -0.938

=====

Formula: C71H88ClN12O4S2
Source: the OMol25 dataset
Level of theory: ωB97M-V with the def2-TZVPD basis set

Values from the calculation:
ΔE to the lowest compared entry with this formula, charge and spin: 0.0 kJ/mol
net charge: -1
DFT total energy: -135319.09368 eV
2S+1: 1
highest occupied orbital energy: -6.04 eV

Last column: Mulliken charge in e.
Atoms and positions in Å:
C (-4.784, 4.127, -3.068)  -1.156
C (-4.122, 3.058, -3.939)  -0.455
C (-3.177, 3.649, -4.990)  0.312
C (-2.840, 2.648, -6.108)  -0.888
C (-1.442, 2.766, -6.771)  0.685
C (-0.714, 4.109, -6.587)  -1.284
C (0.260, 4.065, -5.405)  -0.431
C (1.488, 3.189, -5.688)  -0.842
C (2.124, 2.606, -4.414)  0.982
C (3.623, 2.866, -4.242)  -1.047
C (4.153, 2.358, -2.894)  -0.362
C (3.358, 2.853, -1.678)  0.124
C (4.175, 3.033, -0.409)  -1.100
S (4.544, 1.567, 0.583)  1.152
O (3.763, 1.729, 1.800)  -0.615
O (5.985, 1.504, 0.728)  -0.738
N (3.934, 0.399, -0.317)  -0.173
S (3.724, -1.059, 0.213)  0.690
O (4.708, -1.511, 1.166)  -0.708
O (3.403, -1.923, -0.915)  -0.486
C (2.116, -1.020, 1.108)  -0.037
Cl (2.355, -0.917, 2.880)  -0.345
C (1.112, 0.049, 0.687)  0.587
C (0.684, -0.022, -0.775)  -1.224
H (-5.163, 4.947, -3.689)  0.377
H (-4.069, 4.551, -2.353)  0.184
H (-5.619, 3.726, -2.487)  0.273
H (-3.540, 2.380, -3.304)  0.323
H (-4.882, 2.437, -4.430)  0.306
H (-3.646, 4.543, -5.423)  0.247
H (-2.258, 3.976, -4.493)  -0.232
H (-3.622, 2.698, -6.876)  0.273
H (-2.922, 1.642, -5.675)  0.390
H (-1.555, 2.555, -7.838)  0.195
H (-0.804, 1.967, -6.375)  -0.411
H (-0.135, 4.339, -7.492)  0.431
H (-1.440, 4.921, -6.467)  0.429
H (-0.266, 3.650, -4.534)  0.145
H (0.592, 5.075, -5.133)  0.353
H (1.191, 2.361, -6.342)  0.415
H (2.224, 3.775, -6.256)  0.433
H (2.002, 1.514, -4.448)  -0.481
H (1.566, 2.944, -3.535)  -0.284
H (3.870, 3.926, -4.401)  0.391
H (4.132, 2.305, -5.039)  0.328
H (5.204, 2.653, -2.763)  0.269
H (4.157, 1.261, -2.911)  0.197
H (2.552, 2.154, -1.451)  -0.418
H (2.874, 3.813, -1.903)  0.762
H (3.630, 3.673, 0.291)  0.232
H (5.144, 3.499, -0.620)  0.299
H (1.690, -2.011, 0.930)  0.604
H (0.225, -0.156, 1.297)  0.286
H (1.479, 1.040, 0.964)  -0.786
H (0.288, -1.012, -1.002)  0.285
H (-0.107, 0.711, -0.967)  0.471
H (1.508, 0.180, -1.456)  0.018
N (2.843, -6.826, 1.559)  -0.633
C (2.692, -6.448, 2.831)  -0.017
C (2.983, -5.167, 3.280)  -0.577
C (3.453, -4.225, 2.378)  -0.110
C (3.613, -4.605, 1.054)  -0.315
C (3.296, -5.909, 0.703)  -0.529
H (2.310, -7.200, 3.512)  0.454
H (2.832, -4.912, 4.322)  0.392
H (3.665, -3.210, 2.681)  0.618
H (3.967, -3.895, 0.316)  0.455
H (3.407, -6.237, -0.326)  0.398
N (6.523, 6.933, -1.653)  -0.553
C (7.405, 5.935, -1.643)  -0.198
C (8.329, 5.736, -0.627)  -0.306
C (8.339, 6.620, 0.438)  -0.235
C (7.429, 7.666, 0.440)  -0.339
C (6.547, 7.778, -0.624)  -0.202
H (7.359, 5.251, -2.483)  0.401
H (9.008, 4.896, -0.668)  0.351
H (9.037, 6.492, 1.256)  0.367
H (7.396, 8.380, 1.253)  0.354
H (5.819, 8.581, -0.651)  0.362
N (-5.170, 0.533, -1.319)  -0.339
C (-6.383, 1.077, -1.270)  -0.132
C (-7.273, 0.876, -0.224)  -0.616
C (-6.881, 0.062, 0.827)  -0.212
C (-5.620, -0.512, 0.788)  -0.439
C (-4.804, -0.246, -0.303)  -0.308
H (-6.655, 1.704, -2.112)  0.408
H (-8.245, 1.350, -0.237)  0.355
H (-7.545, -0.120, 1.662)  0.375
H (-5.269, -1.153, 1.586)  0.403
H (-3.810, -0.674, -0.363)  0.491
N (0.749, -8.791, 4.583)  -0.312
C (1.474, -9.806, 5.047)  -0.115
C (0.935, -10.870, 5.756)  -0.722
C (-0.429, -10.882, 5.998)  0.256
C (-1.195, -9.832, 5.518)  -0.761
C (-0.561, -8.815, 4.818)  -0.228
H (2.538, -9.763, 4.840)  0.376
H (1.576, -11.666, 6.112)  0.339
H (-0.887, -11.684, 6.560)  0.277
H (-2.262, -9.795, 5.686)  0.360
H (-1.130, -7.978, 4.427)  0.431
N (1.022, -0.905, -5.847)  -0.298
C (2.308, -1.165, -5.608)  -0.410
C (2.757, -1.898, -4.519)  -0.354
C (1.820, -2.410, -3.639)  -0.104
C (0.478, -2.163, -3.884)  -0.609
C (0.133, -1.395, -4.985)  -0.102
H (3.018, -0.733, -6.306)  0.332
H (3.815, -2.040, -4.349)  0.398
H (2.137, -2.961, -2.764)  0.390
H (-0.290, -2.523, -3.211)  0.395
H (-0.907, -1.145, -5.175)  0.385
N (-2.007, 0.823, -9.763)  -0.250
C (-1.748, -0.316, -9.124)  -0.192
C (-2.086, -1.565, -9.628)  -0.672
C (-2.725, -1.632, -10.856)  -0.230
C (-2.996, -0.451, -11.530)  -0.441
C (-2.616, 0.747, -10.943)  -0.276
H (-1.238, -0.226, -8.170)  0.558
H (-1.846, -2.458, -9.068)  0.380
H (-3.004, -2.588, -11.282)  0.364
H (-3.492, -0.454, -12.492)  0.358
H (-2.811, 1.690, -11.442)  0.361
N (-0.346, 0.159, 6.420)  -0.528
C (0.077, 0.704, 5.278)  -0.067
C (-0.440, 1.882, 4.762)  -0.446
C (-1.450, 2.534, 5.445)  -0.198
C (-1.894, 1.982, 6.639)  -0.341
C (-1.309, 0.802, 7.081)  -0.451
H (0.845, 0.188, 4.718)  0.224
H (-0.055, 2.268, 3.828)  0.649
H (-1.879, 3.446, 5.049)  0.535
H (-2.681, 2.451, 7.216)  0.398
H (-1.634, 0.346, 8.011)  0.363
N (-2.899, 5.202, 3.591)  -0.255
C (-2.469, 5.696, 2.431)  -0.410
C (-2.972, 6.857, 1.862)  -0.331
C (-3.975, 7.539, 2.531)  -0.454
C (-4.432, 7.034, 3.738)  -0.492
C (-3.864, 5.867, 4.224)  -0.286
H (-1.687, 5.131, 1.931)  0.698
H (-2.585, 7.209, 0.916)  0.384
H (-4.394, 8.449, 2.119)  0.384
H (-5.214, 7.532, 4.296)  0.358
H (-4.197, 5.444, 5.166)  0.350
N (-1.209, -2.020, 2.212)  -0.179
C (-1.522, -1.518, 3.404)  -0.450
C (-1.346, -2.209, 4.594)  -0.310
C (-0.803, -3.482, 4.544)  -0.541
C (-0.465, -4.015, 3.310)  -0.165
C (-0.689, -3.246, 2.178)  -0.544
H (-1.912, -0.505, 3.410)  0.526
H (-1.597, -1.742, 5.535)  0.382
H (-0.629, -4.043, 5.453)  0.414
H (-0.017, -4.996, 3.221)  0.533
H (-0.417, -3.623, 1.197)  0.369
N (0.437, 3.888, -0.384)  0.130
C (0.875, 4.140, 0.848)  0.079
C (0.812, 5.398, 1.433)  -1.291
C (0.263, 6.441, 0.704)  -0.511
C (-0.195, 6.187, -0.581)  -0.691
C (-0.080, 4.897, -1.080)  -0.410
H (1.311, 3.300, 1.382)  0.572
H (1.199, 5.551, 2.434)  0.569
H (0.201, 7.436, 1.125)  0.429
H (-0.622, 6.971, -1.193)  0.517
H (-0.410, 4.664, -2.087)  0.529
N (-1.648, -11.136, 9.147)  -0.255
C (-1.910, -10.145, 9.996)  -0.276
C (-2.652, -10.310, 11.157)  -0.434
C (-3.148, -11.570, 11.452)  -0.176
C (-2.882, -12.610, 10.576)  -0.567
C (-2.130, -12.341, 9.442)  -0.022
H (-1.507, -9.174, 9.733)  0.354
H (-2.833, -9.468, 11.811)  0.351
H (-3.732, -11.738, 12.349)  0.364
H (-3.248, -13.610, 10.763)  0.345
H (-1.903, -13.133, 8.736)  0.325

=====

Formula: C22H15KN3O6S
Source: the OMol25 dataset
Level of theory: ωB97M-V with the def2-TZVPD basis set

Values from the calculation:
ΔE to the lowest compared entry with this formula, charge and spin: 33.9 kJ/mol
net charge: -1
DFT total energy: -66977.28970 eV
2S+1: 1
highest occupied orbital energy: -4.61 eV

Last column: natural (NBO) charge in e.
Atoms and positions in Å:
K (-1.340, 0.249, 0.669)  0.937
O (1.831, -3.373, -0.765)  -0.692
C (0.902, -2.754, 0.000)  0.759
O (1.193, -1.872, 0.760)  -0.563
C (-0.483, -3.267, -0.227)  0.045
C (-0.736, -4.441, -0.923)  -0.225
C (-2.065, -4.818, -1.086)  -0.193
C (-3.055, -4.017, -0.554)  -0.202
C (-2.701, -2.848, 0.128)  0.114
N (-1.434, -2.490, 0.287)  -0.423
C (-3.835, -1.949, 0.709)  0.738
O (-4.933, -2.509, 0.785)  -0.720
O (-3.501, -0.786, 1.012)  -0.797
H (2.669, -2.922, -0.580)  0.501
H (0.082, -5.019, -1.325)  0.230
H (-2.316, -5.725, -1.622)  0.210
H (-4.108, -4.247, -0.627)  0.251
O (0.595, 3.395, -2.000)  -0.990
S (1.116, 2.139, -1.487)  2.305
O (2.549, 1.978, -1.652)  -0.985
N (0.596, 1.785, -0.032)  -0.991
C (1.096, 2.548, 1.001)  0.177
C (1.976, 3.610, 0.817)  -0.286
C (2.496, 4.376, 1.866)  -0.178
C (2.169, 4.121, 3.166)  -0.264
C (1.281, 3.055, 3.434)  -0.089
C (0.926, 2.734, 4.763)  -0.147
C (0.074, 1.702, 5.023)  -0.276
C (-0.443, 0.993, 3.922)  0.040
N (-0.122, 1.260, 2.686)  -0.473
C (0.737, 2.263, 2.384)  0.193
C (0.432, 0.886, -2.591)  -0.299
C (0.666, 1.209, -3.925)  -0.177
C (0.369, 0.315, -4.939)  -0.219
C (-0.166, -0.929, -4.640)  -0.219
C (-0.419, -1.253, -3.317)  -0.220
C (-0.134, -0.345, -2.301)  -0.157
H (2.281, 3.875, -0.182)  0.232
H (3.174, 5.184, 1.617)  0.202
H (2.568, 4.703, 3.987)  0.195
H (1.350, 3.327, 5.566)  0.203
H (-0.213, 1.432, 6.031)  0.210
H (-1.139, 0.176, 4.079)  0.189
H (1.098, 2.173, -4.157)  0.238
H (0.562, 0.592, -5.968)  0.206
H (-0.388, -1.634, -5.431)  0.205
H (-0.857, -2.207, -3.051)  0.212
H (-0.400, -0.678, -1.310)  0.196

=====

The highest highest occupied orbital energy belongs to which entry? C22H15KN3O6S